The following is a DFT calculation (wB97M-V/def2-TZVPD) of a cluster of 2 separate species, C6H12 in total in a non-equilibrium geometry.

Summary:
HOMO ... -9.4 eV
LUMO level ... 1.19 eV
Total charge ... 0
Largest force on an atom ... 1.25 eV/A
Structure (SMILES) ... C=CC.C=CC
Frontier orbital gap ... 0.3892 hartree
Energy above the lowest of the compared OMol25 structures with the same formula, charge and spin ... 209.2 kJ/mol

Geometry as XYZ:
```
18
Properties=species:S:1:pos:R:3:forces:R:3
C 1.86514 -1.23997 -0.56789 -0.995 0.034 0.719
C 1.78339 0.08181 -0.47694 1.219 0.117 -0.244
C 2.21476 0.82546 0.75372 -0.264 0.166 -0.255
H 1.25985 -1.80184 -1.26877 0.660 -0.034 -0.527
H 2.27034 -1.78032 0.28177 -0.108 -0.182 -0.047
H 1.52449 0.67318 -1.34812 -0.622 0.019 0.107
H 1.33042 1.37155 1.09459 0.082 -0.042 0.291
H 2.52733 0.11301 1.50947 -0.011 0.021 0.246
H 2.99910 1.57564 0.63066 0.028 -0.123 -0.300
C -1.71930 1.05737 0.86096 0.840 -0.579 0.420
C -1.87366 0.41200 -0.28437 -0.835 0.115 -0.066
C -2.26975 -1.02853 -0.42699 0.427 0.477 -0.051
H -1.24622 2.02405 0.92000 -0.494 0.459 -0.136
H -1.82431 0.53720 1.81090 0.032 -0.029 -0.083
H -1.89607 0.99212 -1.19967 0.591 -0.014 -0.191
H -1.46901 -1.58364 -0.92070 0.050 0.023 -0.033
H -2.40915 -1.47517 0.55626 -0.354 -0.114 -0.113
H -3.13359 -1.08482 -1.08735 -0.247 -0.314 0.261
```
Forces are in eV/Å.



The following is a DFT calculation (wB97M-V/def2-TZVPD) of a cluster of 2 separate species, C6H12 in total in a non-equilibrium geometry.

Summary:
HOMO ... -10.4 eV
LUMO level ... 1.12 eV
Total charge ... 0
Largest force on an atom ... 4.80 eV/A
Frontier orbital gap ... 0.4249 hartree
Energy above the lowest of the compared OMol25 structures with the same formula, charge and spin ... 383.3 kJ/mol

Geometry as XYZ:
```
18
Properties=species:S:1:pos:R:3:forces:R:3
C 1.76364 0.29531 1.22417 2.307 -0.321 0.467
C 0.66716 -0.25819 0.31854 0.422 -0.705 -0.884
C 0.47866 0.49062 -1.02616 0.735 -1.334 -0.413
C -0.71399 -0.31488 -1.54461 -2.959 0.122 -1.425
C -1.72556 -0.09069 -0.26057 -2.262 0.284 0.614
C -0.66821 -0.27975 0.98858 -2.379 1.775 0.372
H 2.06718 -0.54673 2.05511 -0.641 2.422 -1.860
H 2.78051 0.60483 0.57981 -2.663 -0.939 1.833
H 1.34435 1.26955 1.71448 0.985 -1.811 -0.652
H 0.62230 -1.38354 0.03927 1.753 1.645 0.212
H 0.33811 1.58741 -0.95104 -0.499 -0.622 0.250
H 1.34128 0.39121 -1.70751 -0.079 -0.205 0.401
H -1.18360 0.12476 -2.54498 0.872 -0.907 2.145
H -0.51002 -1.49543 -1.78537 -0.293 3.039 0.892
H -2.92041 -0.91165 -0.18438 4.009 2.615 -0.313
H -2.16667 1.16425 -0.19565 1.358 -4.054 -0.513
H -0.76244 0.58048 1.75267 -0.151 -1.257 -1.138
H -0.75230 -1.22756 1.52764 -0.515 0.254 0.013
```
Forces are in eV/Å.



The following is a DFT calculation (wB97M-V/def2-TZVPD) of a cluster of 2 separate species, C6H12 in total in a non-equilibrium geometry.

Summary:
HOMO ... -9.1 eV
LUMO level ... 1.07 eV
Total charge ... 0
Largest force on an atom ... 4.34 eV/A
Structure (SMILES) ... C=CC.C=CC
Frontier orbital gap ... 0.3735 hartree
Energy above the lowest of the compared OMol25 structures with the same formula, charge and spin ... 348.2 kJ/mol

Geometry as XYZ:
```
18
Properties=species:S:1:pos:R:3:forces:R:3
C -2.67359 -0.66261 -1.32552 2.204 -0.746 -1.313
C -2.88137 -0.43602 -0.06681 -2.709 0.705 3.311
C -2.91541 -1.46863 1.12783 -0.489 -0.706 -2.564
H -2.46682 0.21452 -1.92650 -0.786 -0.211 -0.597
H -2.29686 -1.62031 -1.66748 0.032 -0.047 -0.237
H -3.41540 0.54754 0.02439 1.084 -0.577 0.947
H -2.23020 -2.29060 0.80406 0.155 0.821 1.029
H -2.90991 -1.13591 2.16374 0.909 0.376 -0.291
H -3.84978 -2.04142 1.10376 -0.385 0.386 -0.283
C 2.16464 0.64651 -1.19876 0.626 -0.427 1.364
C 2.84996 1.51686 -0.41547 -0.346 -1.765 0.805
C 3.21683 1.15274 1.02865 1.281 -0.449 -1.403
H 2.42142 0.54470 -2.24881 -0.948 0.613 -0.197
H 1.57389 -0.22581 -0.72346 1.302 1.389 -0.752
H 3.35172 2.42317 -0.68063 0.242 0.153 -1.195
H 4.02802 1.79837 1.45045 -1.338 -0.268 0.037
H 2.37171 0.88291 1.58684 -1.280 0.622 1.500
H 3.66115 0.15400 0.96372 0.447 0.132 -0.160
```
Forces are in eV/Å.



The following is a DFT calculation (wB97M-V/def2-TZVPD) of a cluster of 3 separate species, C6H12 in total.

Summary:
HOMO ... -9.2 eV
LUMO level ... 0.71 eV
Total charge ... 0
Largest force on an atom ... 0.26 eV/A
Frontier orbital gap ... 0.3638 hartree
Energy above the lowest of the compared OMol25 structures with the same formula, charge and spin ... 615.0 kJ/mol

Geometry as XYZ:
```
18
Properties=species:S:1:pos:R:3:forces:R:3
C -1.24615 -1.12438 0.36354 -0.013 -0.047 0.011
C -0.42227 0.07246 -0.10538 -0.215 0.057 0.010
C -1.30859 1.17302 -0.67177 -0.006 0.035 -0.005
C 0.70898 0.50301 0.84722 0.053 0.093 -0.131
C 1.65541 -0.32418 0.18734 -0.128 -0.126 0.073
C 0.78343 -0.41606 -1.05660 0.070 -0.095 -0.234
H -1.81317 -1.55506 -0.47045 0.083 0.068 0.111
H -0.60690 -1.90781 0.78478 -0.070 0.120 -0.065
H -1.96272 -0.82151 1.13586 0.107 -0.028 -0.110
H -1.88126 0.81168 -1.53489 0.078 0.043 0.123
H -0.71323 2.03356 -0.99904 -0.073 -0.135 0.050
H -2.02593 1.52142 0.08149 0.099 -0.062 -0.092
H 0.85656 1.57331 0.96210 0.016 -0.157 0.044
H 1.72722 0.40447 1.96113 0.103 0.002 -0.054
H 2.03802 -1.24430 0.61332 0.000 0.182 -0.015
H 2.56575 0.32952 1.25710 -0.083 0.003 0.085
H 0.66426 -1.38792 -1.55157 0.016 0.143 0.078
H 0.98059 0.35877 -1.80417 -0.037 -0.097 0.124
```
Forces are in eV/Å.